Here is a 2-piece molecular cluster, C2H7NO3 overall at a distorted geometry from OMol25. Energies are from wB97M-V/def2-TZVPD.

Results
Charge = 0
Max |F| = 1.11 eV Å⁻¹
SMILES = CNC(=O)O.O
2S+1 = 1
HOMO = -10.3 eV

Positions of all 13 atoms, in Å:
O (2.91616, 0.35062, -0.76875)
O (0.70591, -1.14937, 0.12820)
O (0.05863, 0.79983, 0.95745)
N (-1.44654, -0.53586, -0.15353)
C (-0.17255, -0.34452, 0.28827)
C (-2.47285, 0.49682, -0.29726)
H (-1.55749, -1.29344, -0.80052)
H (-2.14103, 1.28823, -0.98606)
H (-3.32528, 0.02504, -0.76521)
H (3.75882, 0.34719, -0.30381)
H (-0.74561, 1.31934, 1.09054)
H (-2.71877, 0.94761, 0.66142)
H (2.38531, -0.32694, -0.31669)

Cartesian forces, eV/Å:
O 0.17 -0.15 0.14
O 0.38 -0.35 -0.04
O -0.09 0.17 0.17
N -0.68 0.28 -0.16
C -0.36 0.18 0.00
C 1.01 0.18 -0.42
H 0.33 -0.30 0.07
H -0.07 -0.04 0.20
H -0.37 0.02 0.28
H -0.05 0.05 -0.07
H 0.13 -0.09 -0.10
H -0.34 -0.11 0.05
H -0.07 0.17 -0.12

=====

Here is C2H7NO3 as an isolated structure at a distorted geometry from OMol25. Energies are from wB97M-V/def2-TZVPD.

Results
Charge = 0
Max |F| = 4.60 eV Å⁻¹
2S+1 = 1
HOMO = -8.7 eV

Positions of all 13 atoms, in Å:
O (0.73480, -0.44802, -1.72153)
O (1.21245, -1.27956, 0.40754)
O (-1.90304, 0.40235, 0.01669)
N (-0.18874, 1.15821, 1.35462)
C (0.19937, -0.90144, -0.49099)
C (-0.60304, 0.76351, 0.11738)
H (0.23839, 2.06931, 1.43509)
H (-0.35133, -1.84215, -0.65314)
H (-0.19405, 1.39366, -0.67928)
H (-1.49212, -0.39929, -0.61560)
H (-0.61089, 0.68515, 2.14175)
H (1.33303, -1.12126, -2.07244)
H (1.62517, -0.48048, 0.75992)

Cartesian forces, eV/Å:
O 0.00 -0.20 0.03
O -0.35 -0.11 -0.25
O 0.08 -3.08 -2.50
N 0.45 0.06 0.16
C 1.81 2.21 0.83
C 2.41 -2.01 -0.89
H -0.16 -0.34 0.38
H -0.57 0.36 0.19
H -0.12 0.08 0.11
H -3.44 2.42 1.87
H 0.11 0.47 0.00
H -0.06 0.01 0.03
H -0.14 0.14 0.03

=====

Number 1: HOMO-LUMO gap 10.7896 eV, energy -360.90236 a.u.. Number 2: HOMO-LUMO gap 9.4825 eV, energy -360.78528 a.u..